# 1
Formula: C10H16O
Source: OMol25
Level of theory: ωB97M-V with the def2-TZVPD basis set

Summary:
- HOMO-LUMO gap: 9.18 eV
- Energy above the lowest of the compared OMol25 structures with the same formula, charge and spin: 42.1 kcal/mol
- Total energy: -12675.8979 eV
- SMILES: CCc1ccc(O)cc1.CC
- Maximum force: 0.0427 hartree/bohr
- Highest occupied orbital energy: -8.343 eV

Structure (XYZ):
```
27
C10H16O (ωB97M-V with the def2-TZVPD basis set)
C -1.85662 -1.06850 0.41066
C -0.61841 -1.96305 0.28999
C 0.73447 -1.34676 0.51949
C 1.06486 -0.93242 1.79869
C 2.32543 -0.35103 2.02362
C 3.21729 -0.15749 0.96679
O 4.47920 0.26917 1.17692
C 2.90892 -0.68593 -0.31218
C 1.65303 -1.18343 -0.51547
H -1.70205 -0.01837 0.14206
H -2.19434 -0.95551 1.44778
H -2.61369 -1.58283 -0.18205
H -0.76575 -2.74876 1.04448
H -0.61457 -2.62447 -0.58920
H 0.29444 -0.78005 2.55201
H 2.62952 -0.10855 3.03850
H 4.60150 0.85211 1.90740
H 3.73385 -0.71675 -0.99409
H 1.20827 -1.67675 -1.38658
C -2.46545 2.27751 -0.91967
C -2.15527 2.11040 -2.41879
H -3.51947 2.37842 -0.60882
H -1.97530 1.48504 -0.39119
H -2.10412 3.23180 -0.52853
H -2.10711 3.12799 -2.79895
H -1.24466 1.55624 -2.65678
H -2.91397 1.61195 -3.01609
```



# 2
Formula: C14H19ClN4O4RuS2
Source: OMol25
Level of theory: ωB97M-V with the def2-TZVPD basis set

Summary:
- HOMO-LUMO gap (spin up / spin down): 8.18 / 6.51 eV
- Energy above the lowest of the compared OMol25 structures with the same formula, charge and spin: 0.0 kcal/mol
- Total energy: -65727.8863 eV
- Multiplicity: 5
- Total charge: +2
- Maximum force: 0.0606 hartree/bohr
- Highest occupied orbital energy (spin up / spin down): -15.038 / -15.032 eV

Structure (XYZ):
```
45
C14H19ClN4O4RuS2 (ωB97M-V with the def2-TZVPD basis set)
Ru 9.14552 10.24809 7.45640
O 6.24275 12.30675 6.78606
Cl 7.63873 12.45275 6.76408
O 8.02993 13.80180 6.58221
O 8.43781 11.61145 5.78660
O 8.19166 11.92115 8.09071
C 7.12800 8.16872 5.48093
C 6.85239 8.18638 6.92415
C 5.79986 7.55712 7.60724
C 5.77096 8.05983 8.87247
C 6.76200 9.07367 8.94741
C 6.99730 9.95953 10.15325
N 7.46957 9.10470 7.76441
H 6.29116 8.52309 4.86780
H 7.28335 7.17305 5.11565
H 7.95143 8.82619 5.18019
H 5.19056 6.79350 7.11988
H 5.08599 7.83351 9.64504
H 6.50484 9.48322 11.02161
H 6.46782 10.90626 9.92550
H 8.04464 10.20259 10.29282
S 10.98700 10.78369 8.68324
C 10.86259 12.47400 9.19599
N 10.55004 13.51064 8.40987
C 10.52491 14.81327 9.09169
C 11.48445 14.68050 10.24240
S 11.38187 12.86278 10.79644
H 10.15704 13.40122 7.48749
H 9.50766 15.00955 9.41383
H 10.77864 15.56354 8.36066
H 11.29904 15.20692 11.16972
H 12.50696 14.89381 9.96362
N 9.48555 7.17348 8.46918
C 10.33926 7.45491 7.44360
C 11.37134 6.56662 7.07788
C 12.26543 6.95258 6.10106
C 11.99597 8.08950 5.35493
C 10.96164 8.84090 5.69946
N 10.23086 8.61469 6.80801
H 9.63769 6.26454 8.98347
H 8.72048 7.74599 8.70843
H 11.47020 5.57304 7.62228
H 13.06349 6.30564 5.77535
H 12.48040 8.27091 4.40787
H 10.67533 9.70827 5.13499
```



# 3
Formula: C15H15N3O4S
Source: OMol25
Level of theory: ωB97M-V with the def2-TZVPD basis set

Summary:
- HOMO-LUMO gap: 8.08 eV
- Energy above the lowest of the compared OMol25 structures with the same formula, charge and spin: 61.2 kcal/mol
- Total energy: -39292.9419 eV
- SMILES: COC(=O)c1ccc(COc2ccc(/C=N/NC(N)=S)cc2)o1
- Maximum force: 0.0210 hartree/bohr
- Highest occupied orbital energy: -7.993 eV

Structure (XYZ):
```
38
C15H15N3O4S (ωB97M-V with the def2-TZVPD basis set)
C 8.26101 -1.80047 1.09435
O 7.02034 -1.25860 0.66779
C 7.02347 0.05274 0.39303
O 7.99680 0.76056 0.48634
C 5.70630 0.52755 -0.03315
C 5.31168 1.79316 -0.39586
C 3.94542 1.69948 -0.72035
C 3.60090 0.38779 -0.52999
C 2.29790 -0.32004 -0.70939
O 1.27167 0.53791 -0.26108
C -0.01745 0.11000 -0.33056
C -0.42757 -1.12773 -0.81623
C -1.77167 -1.44880 -0.83474
C -2.73689 -0.55537 -0.37291
C -4.13158 -0.92170 -0.40146
N -5.04472 -0.13623 0.02330
N -6.32339 -0.52488 -0.02377
C -7.33250 0.27318 0.42151
N -6.97306 1.47081 0.90761
S -8.88975 -0.25864 0.34074
C -2.31244 0.68735 0.11332
C -0.97914 1.01408 0.13363
O 4.65722 -0.32349 -0.11357
H 8.59260 -1.31208 2.01307
H 8.08640 -2.85949 1.26487
H 9.02338 -1.65421 0.32630
H 5.93585 2.66208 -0.42145
H 3.29530 2.48587 -1.04213
H 2.14870 -0.56771 -1.77274
H 2.32026 -1.25314 -0.12992
H 0.28713 -1.84894 -1.18021
H -2.07652 -2.41353 -1.21412
H -4.37802 -1.91093 -0.80393
H -6.58760 -1.43895 -0.39414
H -7.67948 2.09483 1.25093
H -5.99706 1.71710 0.92419
H -3.05267 1.38419 0.47165
H -0.64092 1.96780 0.50636
```



# 4
Formula: C6H24N2O5
Source: OMol25
Level of theory: ωB97M-V with the def2-TZVPD basis set

Summary:
- HOMO-LUMO gap: 9.47 eV
- Energy above the lowest of the compared OMol25 structures with the same formula, charge and spin: 0.0 kcal/mol
- Total energy: -19829.4010 eV
- SMILES: C=C(C[C@@H](C)N)NC.O.O.O.O.O
- Maximum force: 0.0312 hartree/bohr
- Highest occupied orbital energy: -9.039 eV

Structure (XYZ):
```
37
C6H24N2O5 (ωB97M-V with the def2-TZVPD basis set)
C -0.89474 1.38951 -2.74361
C -0.91584 0.60007 -1.66583
C -0.20728 0.94688 -0.38169
C 1.30626 1.11636 -0.53004
C 1.82019 2.24143 0.40480
N 1.95940 -0.16612 -0.17345
N -1.72192 -0.57851 -1.64331
C -1.02544 -1.85932 -1.42771
H -1.41397 1.19142 -3.62792
H -0.40730 2.36008 -2.76537
H -0.40543 0.20345 0.43651
H -0.67701 1.87875 0.03223
H 1.57293 1.40066 -1.55942
H 1.51929 2.09343 1.45279
H 2.90597 2.34603 0.32578
H 1.36981 3.21998 0.12298
H 1.83922 -0.80568 -0.96534
H 2.96044 -0.06014 -0.02074
H -2.32894 -0.67136 -2.45247
H -0.55476 -1.86493 -0.46841
H -0.21890 -2.04669 -2.15624
H -1.77916 -2.66985 -1.49459
O 1.13887 0.07327 3.48004
H 1.54278 0.31523 2.64634
H 0.22212 0.46176 3.49455
O -1.40035 0.92282 3.12604
H -1.75696 0.20893 2.58582
H -1.87389 1.70946 2.92419
O 1.65196 -0.75102 -3.11050
H 0.84820 -0.23912 -3.14367
H 2.18210 -0.59349 -3.87012
O -2.28692 -1.13128 1.56211
H -1.40236 -1.59280 1.63537
H -2.39673 -0.96772 0.60792
O 0.23786 -2.06486 1.69889
H 0.54266 -1.63150 2.52032
H 0.81038 -1.65458 1.01762
```



# 5
Formula: C2H6O2PS
Source: OMol25
Level of theory: ωB97M-V with the def2-TZVPD basis set

Summary:
- HOMO-LUMO gap (spin up / spin down): 6.50 / 6.96 eV
- Energy above the lowest of the compared OMol25 structures with the same formula, charge and spin: 62.0 kcal/mol
- Total energy: -26391.3221 eV
- Total charge: -1
- Maximum force: 0.0563 hartree/bohr
- Highest occupied orbital energy (spin up / spin down): -2.762 / -3.330 eV

Structure (XYZ):
```
12
C2H6O2PS (ωB97M-V with the def2-TZVPD basis set)
C 2.53611 -0.83714 0.22368
C -4.63654 1.39116 -0.06253
O -1.67416 -1.80132 0.37710
O -1.93367 0.02549 -1.40957
P -2.53461 -0.96828 -0.50020
S -4.21321 -0.10791 0.58671
H 3.36933 -0.82127 -0.54039
H 1.97898 -1.70911 0.02647
H 1.82981 0.02793 0.01835
H 3.08373 -0.73087 1.18757
H -4.00238 2.26168 -0.17324
H -5.65289 1.61286 0.00981
```



# 6
Formula: C3H6F9MgO12S3
Source: OMol25
Level of theory: ωB97M-V with the def2-TZVPD basis set

Summary:
- HOMO-LUMO gap: 2.65 eV
- Energy above the lowest of the compared OMol25 structures with the same formula, charge and spin: 267.7 kcal/mol
- Total energy: -90181.3232 eV
- Total charge: -1
- Maximum force: 0.1138 hartree/bohr
- Highest occupied orbital energy: -6.132 eV

Structure (XYZ):
```
34
C3H6F9MgO12S3 (ωB97M-V with the def2-TZVPD basis set)
Mg -29.09362 -24.95057 27.24979
C -28.75744 -19.02764 30.15454
F -28.11860 -18.16897 30.82814
F -30.08203 -18.95244 30.36951
F -28.43827 -18.81839 28.91871
S -28.15065 -20.74364 30.66386
O -28.77375 -21.65911 29.64196
O -26.66868 -20.82193 30.67716
O -28.64733 -21.10223 31.98773
C -23.10564 -22.91949 24.26128
F -23.78303 -22.80117 23.22962
F -22.56605 -24.12035 24.25276
F -22.12823 -22.00789 24.29334
S -24.24065 -22.56266 25.81508
O -25.35998 -23.53695 25.85601
O -23.33380 -22.65855 26.96329
O -24.72623 -21.21566 25.54902
C -24.44158 -28.90263 29.31682
F -24.90325 -29.15302 28.04156
F -24.65519 -30.11511 29.88021
F -23.12167 -28.56364 29.42482
S -25.52243 -27.58477 30.27082
O -26.69495 -27.31125 29.46470
O -25.76213 -28.06238 31.58615
O -24.58565 -26.40581 30.25005
O -30.48908 -23.16165 25.02511
H -31.22063 -22.65170 25.37299
H -30.55958 -23.06536 24.07538
O -28.71692 -27.47324 25.07453
H -28.87038 -27.22343 24.16334
H -28.91916 -28.40836 25.10433
O -32.06448 -26.17514 28.24706
H -32.88674 -26.43454 27.83135
H -32.17384 -26.41681 29.16677
```



# 7
Formula: C7H10N2
Source: OMol25
Level of theory: ωB97M-V with the def2-TZVPD basis set

Summary:
- HOMO-LUMO gap: 7.34 eV
- Energy above the lowest of the compared OMol25 structures with the same formula, charge and spin: 150.2 kcal/mol
- Total energy: -10395.0991 eV
- Maximum force: 0.0622 hartree/bohr
- Highest occupied orbital energy: -6.826 eV

Structure (XYZ):
```
19
C7H10N2 (ωB97M-V with the def2-TZVPD basis set)
C -2.59483 -1.41365 -0.35018
C -2.58316 -0.45607 0.37099
C 0.51602 -0.08727 -1.41507
C 0.17775 0.30643 0.80569
C 0.70907 -0.82017 -0.12403
C 2.21726 -1.08803 0.14550
C -0.48394 2.57537 0.42507
N 0.07441 1.09763 -1.32500
N -0.05034 1.38485 0.06185
H -2.62875 -2.34241 -0.86340
H 0.60789 -0.47414 -2.35712
H 0.57467 0.32483 1.82726
H -0.00523 -1.60320 -0.00212
H 2.90870 -0.28275 0.00966
H 2.68123 -1.94934 -0.30645
H 2.29021 -1.42087 1.16621
H -2.57690 0.47310 0.88144
H -1.04302 2.64169 1.40501
H -0.79107 3.13400 -0.35532
```



# 8
Formula: C6H10FNO2S
Source: OMol25
Level of theory: ωB97M-V with the def2-TZVPD basis set

Summary:
- HOMO-LUMO gap (spin up / spin down): 6.96 / 6.85 eV
- Energy above the lowest of the compared OMol25 structures with the same formula, charge and spin: 40.9 kcal/mol
- Total energy: -25517.8414 eV
- Maximum force: 0.1098 hartree/bohr
- Highest occupied orbital energy (spin up / spin down): -6.854 / -6.715 eV

Structure (XYZ):
```
21
C6H10FNO2S (ωB97M-V with the def2-TZVPD basis set)
C -3.40836 -1.34473 -1.20943
C -2.08048 -0.96154 -1.17425
C 3.40233 -2.15102 -0.72882
C 1.37466 1.76047 0.88289
C -1.45187 -0.47224 -0.02647
C 0.00045 1.26793 0.78617
N -0.37271 0.36507 -0.09525
O 2.86528 -1.17733 -0.95844
O 3.95885 -3.12315 -0.44320
F -2.09119 -0.54585 1.16876
S 1.68641 3.60214 0.35919
H -3.90815 -1.71165 -2.13703
H -4.10323 -1.18193 -0.40196
H -1.57619 -0.89194 -2.02159
H 1.61119 2.11428 1.89712
H 2.17878 1.17804 0.33892
H 0.06856 -1.24431 1.83139
H -0.68623 1.54005 1.65315
H 0.23736 0.23286 -1.03776
H 0.45619 -0.88318 2.37085
H 1.83833 3.62803 -1.05423
```